# 1
ORCA calculation (ωB97M-V/def2-TZVPD) on a structure of composition C21H28F5O2V at a distorted geometry.

As for the total charge: 0. Its multiplicity is 3. The value obtained for the HOMO energy (alpha / beta) is -7.96 / -8.74 eV. The energy relative to the best compared isomer or geometry (same formula, charge and spin) is 0.0 kJ/mol. The value obtained for the HOMO-LUMO gap (alpha / beta) is 8.5 / 9.3 eV.

Structure (XYZ):
```
57
Properties=species:S:1:pos:R:3:forces:R:3
O 2.977 1.543 -0.017 -0.215 -0.855 -0.269
C 3.668 1.851 -1.254 -0.291 0.095 0.319
C 4.868 0.974 -0.840 -0.072 0.191 0.279
H 3.898 2.918 -1.326 -0.650 -0.621 -0.253
H 3.045 1.482 -2.095 0.614 0.157 0.153
C 3.951 0.495 0.308 0.049 0.243 -0.462
H 5.727 1.456 -0.365 -0.628 -0.163 -0.770
H 5.172 0.289 -1.647 0.059 -0.192 0.711
C 4.301 0.732 1.768 0.252 -0.081 0.209
H 4.479 1.804 1.971 -0.176 -0.488 -0.235
H 5.189 0.180 2.105 -0.213 -0.070 -0.129
H 3.429 0.394 2.364 0.497 0.268 -0.125
C 3.548 -0.930 0.019 -0.630 -0.808 0.195
H 3.250 -1.070 -1.033 0.256 0.125 0.423
H 2.698 -1.236 0.642 0.514 -0.056 -0.410
H 4.396 -1.619 0.217 -0.360 0.479 -0.063
V -0.231 0.101 -0.174 -0.678 1.284 1.393
C -1.011 -1.757 -1.078 0.348 -0.017 -1.142
C -1.494 -0.687 -1.890 0.590 -0.670 -0.291
C -0.364 -0.043 -2.485 0.275 -0.620 0.421
H -2.539 -0.489 -2.119 0.342 0.139 0.251
C 0.826 -0.664 -1.991 -0.699 -0.665 -0.449
C 0.428 -1.741 -1.120 -0.297 0.121 -1.090
H 1.099 -2.448 -0.633 -0.307 0.362 -0.113
H -1.639 -2.504 -0.596 0.282 0.443 0.049
H -0.401 0.739 -3.237 0.004 0.003 0.496
H 1.838 -0.452 -2.323 -0.363 0.120 0.232
C -1.547 -0.375 1.590 0.825 -0.010 1.082
C -0.471 -1.336 1.571 -0.158 0.861 0.663
C 0.748 -0.640 1.848 -1.040 0.516 0.675
H -0.574 -2.417 1.492 0.063 0.443 -0.234
C 0.431 0.736 2.089 -0.256 -0.917 0.022
C -0.982 0.888 1.971 0.106 -0.986 -0.199
H -1.554 1.758 2.278 0.219 -0.061 -0.614
H -2.607 -0.602 1.497 0.341 0.118 -0.133
H 1.705 -1.107 2.064 -0.397 0.200 -0.275
H 1.132 1.486 2.450 -0.224 -0.120 -0.475
O 5.584 3.566 -0.772 2.854 0.987 -0.074
C 6.970 3.121 -0.624 -0.026 -0.469 -0.147
C 7.944 4.246 -0.994 -0.603 -0.057 0.795
H 7.182 2.248 -1.271 -0.405 0.432 0.084
H 7.102 2.760 0.406 -0.030 0.251 -0.150
C 7.065 5.290 -1.678 -0.511 -0.390 -0.571
H 8.741 3.846 -1.615 0.059 0.190 -0.092
H 8.377 4.632 -0.075 0.170 0.179 -0.029
C 5.614 4.879 -1.341 -0.429 0.477 0.354
H 7.213 5.247 -2.759 -0.007 0.090 0.049
H 7.251 6.310 -1.355 0.143 0.041 0.041
H 4.940 4.900 -2.202 0.198 -0.100 -0.155
H 5.164 5.567 -0.616 0.157 -0.017 0.055
F -0.026 3.017 0.405 -0.276 0.438 -0.684
C -0.565 2.300 -0.653 0.433 -1.852 0.449
F 0.170 2.630 -1.784 -0.285 0.602 0.340
C -1.994 2.823 -0.866 0.153 0.616 0.023
F -2.813 2.482 0.172 0.520 0.194 -0.925
F -1.998 4.180 -0.949 -0.346 -0.635 -0.055
F -2.534 2.339 -2.017 0.250 0.253 0.849
```
Forces are in eV/Å.

***

# 2
ORCA calculation (ωB97M-V/def2-TZVPD) on a structure of composition C21H28F5O2W at a distorted geometry.

As for the total charge: +1. Its multiplicity is 3. The value obtained for the HOMO energy (alpha / beta) is -10.51 / -10.37 eV. The energy relative to the best compared isomer or geometry (same formula, charge and spin) is 71.2 kJ/mol. The value obtained for the HOMO-LUMO gap (alpha / beta) is 7.9 / 6.3 eV.

Structure (XYZ):
```
57
Properties=species:S:1:pos:R:3:forces:R:3
O -0.496 -0.225 -4.653 -0.179 1.018 -1.442
C -0.860 1.021 -5.487 0.118 0.527 1.290
C -0.672 0.352 -6.813 0.197 -0.312 0.232
H -0.151 1.817 -5.260 -0.165 -0.131 0.184
H -1.891 1.311 -5.286 0.250 -0.029 0.159
C -0.448 -0.927 -5.982 -0.214 -1.132 -1.220
H 0.218 0.700 -7.359 -0.391 -0.219 0.229
H -1.568 0.332 -7.451 0.446 -0.008 0.250
C 0.874 -1.592 -6.259 0.098 -0.019 0.290
H 1.672 -0.849 -6.308 -0.019 -0.167 0.015
H 0.818 -2.119 -7.220 -0.015 0.155 0.202
H 1.081 -2.328 -5.480 0.157 -0.023 -0.149
C -1.616 -1.885 -6.093 0.152 0.007 0.197
H -2.555 -1.355 -5.923 -0.034 -0.099 0.016
H -1.504 -2.678 -5.353 -0.125 -0.090 0.028
H -1.638 -2.337 -7.091 0.010 0.121 0.195
W -0.758 -0.832 -2.511 -2.155 0.397 1.881
C -2.541 -0.686 -0.933 -0.106 0.485 -0.879
C -1.673 0.444 -0.739 -0.650 0.163 -1.125
C -1.719 1.254 -1.926 0.073 -0.179 0.068
H -1.164 0.721 0.176 0.054 -0.260 -0.233
C -2.644 0.626 -2.840 0.255 -0.568 0.844
C -3.146 -0.570 -2.232 0.427 0.440 0.157
H -3.884 -1.242 -2.656 0.204 0.138 0.145
H -2.792 -1.440 -0.193 0.185 0.128 -0.286
H -1.224 2.212 -2.059 -0.214 -0.241 0.074
H -3.002 1.059 -3.771 0.254 -0.342 0.272
C -0.086 -2.018 -0.517 0.715 -0.023 -0.516
C -0.182 -2.902 -1.631 -0.163 -0.016 -0.568
C 0.746 -2.455 -2.639 0.293 0.541 0.374
H -0.781 -3.810 -1.694 0.152 0.404 0.092
C 1.400 -1.264 -2.119 0.975 -0.210 0.036
C 0.868 -0.999 -0.820 0.298 -0.656 -0.686
H 1.215 -0.205 -0.158 -0.302 -0.239 -0.309
H -0.579 -2.151 0.441 -0.148 0.218 -0.376
H 0.988 -2.959 -3.571 -0.098 0.093 0.401
H 2.255 -0.760 -2.570 -0.491 -0.231 0.406
O 2.381 1.421 -5.684 -0.223 0.413 1.434
C 2.674 0.862 -4.373 0.523 -0.071 -0.471
C 2.139 1.835 -3.318 -0.632 -0.048 -0.629
H 3.772 0.759 -4.265 -0.360 0.011 -0.081
H 2.230 -0.143 -4.340 0.114 0.492 -0.133
C 2.323 3.196 -4.014 0.564 -0.216 0.098
H 2.657 1.749 -2.359 0.033 0.073 -0.148
H 1.069 1.643 -3.141 0.291 -0.052 -0.009
C 2.347 2.862 -5.520 0.092 0.017 -0.313
H 3.296 3.615 -3.727 -0.317 0.049 -0.031
H 1.541 3.916 -3.758 0.136 -0.084 -0.023
H 3.240 3.293 -6.000 -0.339 -0.119 0.072
H 1.454 3.247 -6.035 0.253 -0.160 0.014
F 0.752 3.391 0.003 0.130 -1.030 0.440
C 1.184 2.292 0.635 1.355 1.302 -0.221
F 2.536 2.237 0.573 -1.509 -0.218 0.048
C 0.651 2.164 2.063 -0.281 0.204 0.416
F 1.018 0.976 2.584 -0.340 0.799 -0.342
F 1.131 3.157 2.843 -0.421 -0.822 -0.507
F -0.704 2.251 2.030 1.086 -0.178 0.137
```
Forces are in eV/Å.

***

# 3
ORCA calculation (ωB97M-V/def2-TZVPD) on a structure of composition C21H28N10O2SbSeTa at a distorted geometry.

As for the total charge: +4. The value obtained for the HOMO energy is -19.91 eV. The energy relative to the best compared isomer or geometry (same formula, charge and spin) is 0.0 kJ/mol. The value obtained for the HOMO-LUMO gap is 5.8 eV.

Structure (XYZ):
```
64
Properties=species:S:1:pos:R:3:forces:R:3
Ta 0.100 -0.145 -0.147 0.234 1.459 1.432
N -2.719 -1.464 1.562 -0.097 0.162 0.042
C -2.831 -0.167 1.300 0.081 -0.089 -0.096
N -3.869 0.459 1.787 0.055 0.164 -0.087
C -4.034 1.746 1.467 -0.220 0.063 0.090
N -5.053 2.401 1.948 -0.004 0.036 0.008
N -3.191 2.445 0.618 -0.098 -0.078 0.130
C -2.170 1.813 0.200 0.199 -0.214 -0.042
N -1.844 0.478 0.516 0.805 -0.531 -0.301
C -1.238 2.514 -0.721 0.072 -0.307 0.061
C -1.494 3.773 -1.202 -0.075 0.219 -0.008
C -0.585 4.352 -2.085 -0.007 0.043 -0.027
C 0.547 3.639 -2.465 -0.038 0.135 -0.039
C 0.743 2.377 -1.952 -0.138 -0.095 0.095
N -0.132 1.818 -1.081 0.057 -0.241 -0.168
H -3.458 -1.876 2.117 -0.017 0.009 -0.007
H -2.000 -2.063 1.205 -0.025 -0.050 -0.048
H -5.713 1.938 2.561 0.004 0.006 -0.003
H -5.208 3.370 1.703 -0.001 -0.009 0.004
H -2.394 4.285 -0.888 0.033 0.024 -0.022
H -0.765 5.345 -2.479 -0.002 -0.007 0.007
H 1.269 4.053 -3.156 -0.017 0.015 0.001
H 1.608 1.789 -2.230 -0.044 0.016 0.010
C 4.403 -2.110 -1.204 -0.089 0.023 0.068
C 3.059 -1.616 -0.797 0.085 -0.096 0.069
N 2.528 -0.472 -1.052 -0.387 0.120 -0.091
O 3.192 0.458 -1.777 0.089 0.008 -0.029
C 2.131 -2.477 0.036 0.161 0.019 -0.096
C 2.460 -3.738 0.728 0.098 -0.018 -0.003
N 1.009 -1.875 0.057 -0.818 -0.589 0.427
O -0.161 -1.954 0.749 0.336 0.054 -0.119
H 4.921 -1.458 -1.905 0.045 -0.044 -0.024
H 4.312 -3.089 -1.678 -0.004 -0.013 -0.006
H 5.043 -2.230 -0.326 -0.006 0.002 0.012
H 4.081 0.135 -2.019 -0.029 0.073 -0.005
H 3.398 -4.160 0.373 -0.030 -0.001 0.013
H 1.657 -4.468 0.609 -0.014 0.012 -0.020
H 2.553 -3.541 1.803 0.024 0.011 -0.037
C -2.150 0.096 -3.685 0.019 -0.010 0.026
Sb -0.933 -1.248 -2.604 0.051 -0.070 -0.559
C 0.471 -1.961 -4.009 -0.053 0.008 0.037
C -2.178 -2.903 -2.180 0.056 0.053 0.029
H -2.572 -0.469 -4.516 -0.018 0.047 -0.007
H -1.551 0.917 -4.071 -0.011 0.017 -0.010
H -2.954 0.468 -3.054 -0.022 0.016 -0.014
H -0.102 -2.364 -4.845 0.042 -0.015 -0.029
H 1.070 -2.754 -3.568 0.026 -0.023 -0.017
H 1.100 -1.146 -4.357 0.033 0.006 -0.025
H -2.535 -3.267 -3.142 -0.040 -0.049 -0.002
H -3.020 -2.586 -1.571 -0.053 -0.016 0.017
H -1.610 -3.681 -1.677 -0.004 -0.048 0.012
Se 2.538 2.119 1.122 0.099 0.058 -0.268
N 1.264 0.807 1.419 -0.187 -0.141 -0.436
C 1.147 0.673 2.776 -0.052 -0.033 -0.021
C 0.306 -0.203 3.481 0.046 0.066 -0.063
C 0.349 -0.172 4.856 0.039 0.035 0.125
C 1.194 0.706 5.598 -0.160 -0.165 0.071
C 2.018 1.568 4.959 0.079 0.076 -0.114
C 2.013 1.569 3.527 -0.010 -0.009 -0.003
N 2.777 2.371 2.816 -0.087 -0.082 0.129
H -0.351 -0.896 2.976 -0.007 -0.005 0.009
H -0.291 -0.851 5.408 0.016 0.023 -0.002
H 1.171 0.675 6.679 -0.028 -0.032 -0.021
H 2.674 2.248 5.486 0.008 0.007 -0.052
```
Forces are in eV/Å.

***

Number 1: electronic energy -2410.688490 hartree. Number 2: electronic energy -1533.507751 hartree. Number 3: electronic energy -4212.315738 hartree.